A cluster of 2 separate species, C9H19NO12PS2 in total. Source: the OMol25 dataset; level of theory: wB97M-V/def2-TZVPD.

Computed properties:
* LUMO: 0.22252 hartree
* frontier orbital gap: 1.7 eV

The geometry in ORCA input format:
```
! RIJCOSX wB97M-V def2-TZVPD def2/J DEFGRID3
* xyz -3 1
C -1.8914 -2.9783 -1.8154
C -0.5684 -2.7533 -2.5214
C -0.3145 -1.2766 -2.6928
C -0.2805 -0.4807 -1.3867
O 1.0551 0.1251 -1.3258
C 1.3904 0.7121 -0.1527
S 1.7207 -0.5930 1.1798
C 2.4813 -1.8374 0.1765
O 0.5677 -1.0928 1.7985
O 2.7144 -0.0954 2.0846
O 2.7584 1.1664 -0.3496
S 2.8201 2.6115 -0.9532
O 3.7811 3.3634 -0.2494
O 2.9710 2.5642 -2.3574
O 1.3527 3.0143 -0.6742
C 0.6412 2.0207 0.1753
O -0.6147 2.1327 -0.2877
C 0.7831 2.5852 1.5910
N 0.2556 1.7538 2.6374
C -1.2024 1.8556 2.7970
H -1.7481 -3.0364 -0.7554
H -2.3688 -3.8886 -2.1354
H -2.5310 -2.1355 -1.9759
H -0.6033 -3.1819 -3.5191
H 0.2470 -3.2264 -1.9842
H -1.1396 -0.9121 -3.2781
H 0.6076 -1.1127 -3.2304
H -1.0580 0.2478 -1.3991
H -0.4968 -1.1246 -0.5477
H 3.2611 -2.3022 0.7424
H 2.8473 -1.3808 -0.7201
H 1.7167 -2.5382 -0.1047
H -1.2495 1.3892 0.0191
H 0.2346 3.5216 1.5494
H 1.8075 2.8465 1.8018
H 0.6548 2.1225 3.4839
H -1.5658 2.8764 2.6821
H -1.4364 1.5398 3.7988
H -1.7244 1.1638 2.1413
O -4.1731 0.4804 0.9676
P -3.2113 -0.7330 1.1619
O -1.6968 -0.2687 0.9130
O -3.4743 -1.8433 0.1059
O -3.3201 -1.3011 2.6093
*
```


The molecule C9H19NO3. Source: the OMol25 dataset; level of theory: wB97M-V/def2-TZVPD.

Computed properties:
* LUMO: 0.02725 hartree
* frontier orbital gap: 9.6 eV
* energy above the lowest of the compared OMol25 structures with the same formula, charge and spin: 57.6 kcal/mol
* SMILES: CCCN1CC[C@H](O)[C@@H](O)[C@@H]1CO

The geometry in ORCA input format:
```
! RIJCOSX wB97M-V def2-TZVPD def2/J DEFGRID3
* xyz 0 1
C -3.0178 -0.3645 0.9277
C -2.5005 -1.0889 -0.2474
C -1.5077 -0.2135 -1.0688
N -0.2073 -0.2948 -0.4431
C 0.6893 -1.3863 -0.9622
C 1.7854 -1.6785 0.0276
C 2.2428 -0.3838 0.8921
O 1.4759 -0.3789 2.0161
C 2.0412 0.8256 0.0792
O 2.9262 0.9500 -1.1035
C 0.5792 0.9822 -0.4807
C -0.0042 2.0727 0.3560
O -1.3171 2.4940 -0.1056
H -3.7316 0.5559 0.6137
H -2.1498 -0.0024 1.5206
H -3.6849 -1.0552 1.5082
H -1.7698 -1.9984 0.0384
H -3.3472 -1.6724 -0.9601
H -1.8638 0.7604 -1.2486
H -1.3200 -0.6495 -2.1479
H 0.0758 -2.3342 -0.9478
H 0.9814 -1.2045 -2.0380
H 1.6175 -2.5834 0.7003
H 2.7624 -1.9414 -0.4837
H 3.2485 -0.5277 1.2097
H 0.5212 -0.3410 1.6478
H 2.3067 1.7017 0.7450
H 3.7954 0.7439 -0.8163
H 0.6672 1.3330 -1.5801
H 0.5371 3.0054 0.3403
H -0.0507 1.6984 1.3498
H -1.7808 2.9761 0.6611
*
```


The molecule C9H19NOS. Source: the OMol25 dataset; level of theory: wB97M-V/def2-TZVPD.

Computed properties:
* LUMO (alpha / beta): 0.02982 / 0.02982 hartree
* frontier orbital gap (alpha / beta): 8.2 / 8.1 eV
* energy above the lowest of the compared OMol25 structures with the same formula, charge and spin: 95.9 kcal/mol

The geometry in ORCA input format:
```
! RIJCOSX wB97M-V def2-TZVPD def2/J DEFGRID3
* xyz 0 1
C 0.6447 -0.0588 0.5757
C -5.2254 0.2699 -1.2914
C 3.5265 -0.3821 -1.3022
C 4.1401 1.2101 0.5427
C 3.1342 -1.2134 1.0178
C -4.2247 -0.5442 -0.5575
C -3.5682 0.4194 0.5694
C -2.2252 -0.1525 1.1465
C 3.1995 0.0079 0.1238
N 1.8386 0.5960 0.0401
O 1.6672 1.6642 -0.5912
S -0.8021 0.7574 0.1691
H 0.7565 -1.1232 0.7737
H -5.5451 -0.1767 -2.2115
H -4.6621 1.2554 -1.4970
H -6.1914 0.5279 -0.8829
H 4.4504 -0.8564 -1.5039
H 2.7878 -1.2491 -1.6054
H 3.5085 0.4844 -1.9199
H 3.6995 2.1109 0.1178
H 5.1404 1.1280 0.2410
H 4.1017 1.3450 1.6105
H 2.8423 -1.1569 2.0494
H 2.5454 -1.9747 0.5242
H 4.1808 -1.4097 0.9440
H -3.4449 -0.7760 -1.3088
H -4.4577 -1.5147 -0.1802
H -4.2059 0.7874 1.2912
H -3.3502 1.3095 0.0054
H -1.9104 -0.0389 2.1370
H -2.3508 -1.2462 0.9727
*
```


A structure of composition C9H19O3PtS5. Source: the OMol25 dataset; level of theory: wB97M-V/def2-TZVPD.

Computed properties:
* LUMO (alpha / beta): -0.08778 / -0.14398 hartree
* <S²>: 2.01
* frontier orbital gap (alpha / beta): 8.2 / 8.4 eV

The geometry in ORCA input format:
```
! RIJCOSX wB97M-V def2-TZVPD def2/J DEFGRID3
* xyz 1 3
Pt -0.7050 0.3702 -0.2746
C 1.5244 0.3328 2.3610
C 0.8856 1.7113 2.3380
S 0.4574 2.3610 0.7218
C 1.9697 2.3168 -0.2826
C 2.3187 0.9465 -0.9619
S 0.9358 0.3020 -2.0130
C 1.1954 -1.4787 -2.2339
C -0.2042 -2.1827 -2.2842
S -1.2388 -2.0357 -0.7734
C -0.0931 -2.9914 0.3860
C 1.0147 -2.1842 0.9637
S 0.2536 -0.8712 1.8961
H 1.9648 0.1067 3.3149
H 2.2454 0.2432 1.6033
H 1.5292 2.4154 2.8162
H -0.0321 1.7002 2.9017
H 2.9527 2.5977 0.1479
H 1.8196 2.9395 -1.1657
H 2.4499 0.1729 -0.2692
H 3.2465 0.9636 -1.5479
H 1.8412 -1.8745 -1.4561
H 1.7898 -1.6552 -3.1622
H -0.0932 -3.2468 -2.4386
H -0.8245 -1.6799 -3.1103
H 0.1261 -3.9274 -0.1882
H -0.6890 -3.4112 1.2402
H 1.7186 -1.8071 0.2579
H 1.6482 -2.7209 1.6951
C -4.6700 1.2256 -0.1699
S -3.0203 1.9521 0.0317
O -2.2193 1.6200 -1.1968
O -3.1655 3.3575 0.3414
O -2.3292 1.0949 1.0634
H -5.0426 1.8147 -1.0057
H -5.1463 1.3124 0.8608
H -4.4144 0.2099 -0.4070
*
```


A structure of composition C9H20BBr15ClGaNO6P2S. Source: the OMol25 dataset; level of theory: wB97M-V/def2-TZVPD.

Computed properties:
* LUMO: 0.04253 hartree
* frontier orbital gap: 6.2 eV

The geometry in ORCA input format:
```
! RIJCOSX wB97M-V def2-TZVPD def2/J DEFGRID3
* xyz -1 1
C 2.4105 -1.2113 3.4547
O 1.6453 -0.1182 3.9553
B 1.1975 0.7734 2.9826
O 1.4974 2.1084 3.2231
Ga 0.1561 0.1472 1.2385
C 1.3360 -0.5678 -0.2432
C 2.3716 0.3547 -0.8831
C 2.1012 0.6271 -2.3491
Cl 2.6199 1.9137 -0.0101
P -1.2270 -1.7131 1.8849
N -2.6961 -1.3750 2.3302
O -1.1366 -2.8854 0.7469
O -0.5331 -2.5763 3.1007
P -1.4607 1.7263 0.4781
O -1.8506 2.6848 1.7342
O -2.9169 1.0342 0.2161
S -0.9664 2.8014 -1.0714
H 2.8252 -1.7439 4.3071
H 1.7893 -1.9120 2.8939
H 3.2216 -0.8796 2.8039
H 2.4450 2.2369 3.1043
H 0.6488 -0.8990 -1.0226
H 1.8222 -1.4694 0.1301
H 3.3393 -0.1421 -0.8257
H 2.9451 1.1309 -2.8098
H 1.9710 -0.3420 -2.8307
H 1.1940 1.2196 -2.4589
H -2.8580 -0.3762 2.2525
H -0.9889 -3.7377 1.1757
H -0.9752 -2.2486 3.8956
H -2.7249 3.0740 1.5920
H -2.8269 0.0739 0.1387
C 4.4358 -0.0333 -6.0131
Br 4.0128 -1.7781 -6.7051
Br 2.9109 1.1340 -6.0731
Br 5.1794 -0.1364 -4.2445
H 5.1922 0.3904 -6.6563
C -2.2869 6.7939 -0.4426
Br -1.1585 6.6721 -1.9925
Br -3.8723 5.7210 -0.6420
Br -1.3306 6.3350 1.1594
H -2.6049 7.8211 -0.3524
C -5.2103 -4.5758 3.0708
Br -3.3071 -4.5077 3.2675
Br -6.0163 -5.7775 4.3530
Br -6.0034 -2.8313 3.1561
H -5.4209 -4.9781 2.0914
C -1.1005 1.7935 6.3656
Br -2.6565 1.2303 7.3610
Br -1.4987 2.1254 4.5249
Br -0.2574 3.3129 7.2039
H -0.3899 0.9800 6.4050
C 1.3389 -3.5194 -9.8343
Br -0.0191 -2.3600 -9.1269
Br 2.8377 -2.5192 -10.5034
Br 1.8983 -4.8231 -8.5350
H 0.9090 -4.0557 -10.6667
*
```


A structure of composition C9H20FeN2O3. Source: the OMol25 dataset; level of theory: wB97M-V/def2-TZVPD.

Computed properties:
* LUMO (alpha / beta): -0.56252 / -0.47923 hartree
* <S²>: 0.92
* frontier orbital gap (alpha / beta): 5.0 / 7.8 eV

The geometry in ORCA input format:
```
! RIJCOSX wB97M-V def2-TZVPD def2/J DEFGRID3
* xyz 3 2
Fe -0.3709 0.4704 -0.3964
C -0.2025 -1.8991 -2.2712
O -0.5416 -0.4871 -2.0437
C -1.6540 -0.0235 -2.8895
C -1.7404 1.4589 -2.6533
O -1.5949 1.6631 -1.2033
C -2.7502 2.0295 -0.3593
C -2.9182 0.8962 0.6194
O -1.5681 0.5437 1.0935
C -1.2880 0.9139 2.4896
H -0.0198 -2.0267 -3.3356
H 0.7025 -2.1024 -1.7089
H -1.0283 -2.5242 -1.9368
H -1.4132 -0.2497 -3.9282
H -2.5511 -0.5674 -2.5891
H -0.9104 1.9961 -3.1085
H -2.6787 1.8927 -2.9931
H -2.4838 2.9701 0.1190
H -3.6277 2.1739 -0.9871
H -3.5347 1.1747 1.4726
H -3.3260 -0.0042 0.1617
H -2.0388 0.4333 3.1117
H -0.3040 0.5246 2.7278
H -1.3170 1.9967 2.5918
C 4.5786 -0.3540 1.0623
N 3.2928 -0.9495 1.4970
C 3.2952 -1.9402 2.5970
C 2.1852 -0.5866 0.9369
N 1.1941 -0.2456 0.4202
H 5.2685 -1.1772 0.8655
H 4.9595 0.2460 1.8943
H 4.4314 0.2572 0.1768
H 4.0050 -2.7252 2.3262
H 2.2989 -2.3469 2.7427
H 3.6504 -1.4313 3.4979
*
```


The ion C9H20N3 with charge +1. Source: the OMol25 dataset; level of theory: wB97M-V/def2-TZVPD.

Computed properties:
* LUMO: -0.09063 hartree
* frontier orbital gap: 10.4 eV
* energy above the lowest of the compared OMol25 structures with the same formula, charge and spin: 0.0 kcal/mol
* SMILES: CCN1CCN(C(C)(C)C)C1=[NH2+]

The geometry in ORCA input format:
```
! RIJCOSX wB97M-V def2-TZVPD def2/J DEFGRID3
* xyz 1 1
C 0.4356 2.8811 1.9620
C 0.9299 1.5893 2.6448
N 0.8723 0.5724 1.6038
C 2.0890 0.2532 0.9030
C 1.6916 -0.4159 -0.4348
N 0.2163 -0.3657 -0.2927
C -0.6695 -1.0905 -1.3662
C -1.5760 -0.0598 -2.0553
C 0.1623 -1.6723 -2.5149
C -1.4060 -2.1172 -0.6654
C -0.1905 0.1623 0.8959
N -1.4638 0.1975 1.3089
H -0.5506 2.7193 1.5062
H 0.5090 3.6843 2.6212
H 1.2241 2.9977 1.1400
H 1.9499 1.7059 2.9912
H 0.3908 1.3065 3.4519
H 2.5970 -0.3502 1.6003
H 2.7287 1.0750 0.7078
H 1.9781 0.1133 -1.3029
H 1.9890 -1.4632 -0.4624
H -2.1946 0.4947 -1.3737
H -1.0035 0.6777 -2.7032
H -2.2663 -0.6213 -2.8020
H 0.5471 -2.7131 -2.4179
H 1.0011 -1.0278 -2.9343
H -0.5569 -1.7118 -3.2696
H -0.8060 -3.0014 -0.2126
H -1.8256 -1.6357 0.2923
H -2.2777 -2.2918 -1.3250
H -1.7219 0.6894 2.1575
H -2.3741 0.0565 0.8220
*
```


A structure of composition C9H20N3O. Source: the OMol25 dataset; level of theory: wB97M-V/def2-TZVPD.

Computed properties:
* LUMO: -0.10210 hartree
* frontier orbital gap: 9.4 eV
* energy above the lowest of the compared OMol25 structures with the same formula, charge and spin: 61.4 kcal/mol

The geometry in ORCA input format:
```
! RIJCOSX wB97M-V def2-TZVPD def2/J DEFGRID3
* xyz 1 1
C 3.4302 -0.2927 -0.1061
C 2.5045 1.4702 1.0482
C 1.4743 1.0573 -0.0480
C -2.5344 -0.7815 1.5318
C -1.8047 1.5125 -0.5665
C -1.0254 -0.3784 -1.8818
C -2.3556 -0.9167 0.0750
C -0.0188 -0.0468 0.5233
C -1.2368 0.0518 -0.4693
N 3.4409 0.3599 1.0599
N 2.3508 0.0794 -0.7798
N 4.2286 -1.3116 -0.4219
O 0.5016 -1.2659 0.8446
H 2.9111 2.3296 0.6506
H 1.9774 1.5489 2.0894
H 0.9588 1.7552 -0.5658
H -1.4972 -0.8969 2.1406
H -3.2593 -1.4955 1.8204
H -3.0625 0.0983 1.6651
H -2.0944 1.8094 0.3465
H -1.1901 2.2780 -0.9291
H -2.6137 1.3710 -1.1649
H -0.3767 -1.3647 -1.8256
H -1.9258 -0.5637 -2.4326
H -0.5027 0.3991 -2.6128
H -3.2202 -0.7910 -0.4135
H -2.1285 -1.8919 -0.0749
H -0.0627 0.6159 1.4940
H 4.3853 0.4061 1.4724
H 2.0492 -0.1796 -1.6691
H 4.4134 -2.0061 0.2684
H 4.1436 -1.6216 -1.4109
H 0.0332 -1.7837 0.2049
*
```